# 1
The following is a quantum chemistry calculation of a cluster of 2 separate species, C2H8N3 in total, from the OMol25 dataset.

Last column: natural (NBO) charge in e.
CARTESIAN COORDINATES (ANGSTROEM)
1 H 4.087 0.020 0.084  0.3954
2 H -0.256 1.213 -0.289  0.4330
3 H -0.612 0.817 1.079  0.4274
4 H -1.978 0.108 -1.194  0.2245
5 H -2.454 1.104 0.197  0.2160
6 H 0.581 -1.088 -0.936  0.1983
7 N 2.193 0.476 0.160  0.0000
8 N -0.563 0.381 0.207  -0.5140
9 H -2.275 -0.591 0.427  0.2231
10 C 0.230 -0.821 -0.012  -0.1963
11 N 3.141 -0.127 0.004  -0.2366
12 C -2.013 0.175 -0.191  -0.3629
13 H -0.081 -1.667 0.465  0.1921

Energy relative to the best compared isomer or geometry (same formula, charge and spin)   619.3 kJ/mol
Highest occupied orbital energy (spin up / spin down)   -13.287 / -12.100 eV
Total charge   +1
Total energy   -244.8317 Ha
Frontier orbital gap (spin up / spin down)   9.83 / 7.66 eV


# 2
The following is a quantum chemistry calculation of a cluster of 2 separate species, C3N2O2S in total, from the OMol25 dataset.

Last column: natural (NBO) charge in e.
CARTESIAN COORDINATES (ANGSTROEM)
1 C 0.536 -1.870 0.180  0.8995
2 C -0.456 2.247 -1.074  -0.0724
3 C -0.236 0.494 0.518  0.3257
4 O 1.709 -1.923 0.417  -0.7407
5 O -0.309 -2.705 0.114  -0.7348
6 N -0.527 3.011 -1.941  -0.7567
7 N 0.038 -0.455 -0.132  -0.5472
8 S -0.755 1.202 1.919  -0.3734

Energy relative to the best compared isomer or geometry (same formula, charge and spin)   161.2 kJ/mol
Highest occupied orbital energy   -0.994 eV
Total charge   -2
Total energy   -772.4809 Ha
Frontier orbital gap   6.77 eV


# 3
The following is a quantum chemistry calculation of a cluster of 12 separate species, H24O12 in total, from the OMol25 dataset.

Last column: natural (NBO) charge in e.
CARTESIAN COORDINATES (ANGSTROEM)
1 H -1.539 -0.398 3.967  0.4703
2 H 2.511 -3.684 -3.380  0.4653
3 O -0.746 2.848 -1.683  -0.9339
4 H -0.457 -3.537 3.209  0.4747
5 O -3.291 1.858 0.776  -0.9220
6 H -0.413 -4.984 3.673  0.4677
7 H 2.967 2.839 -2.395  0.4899
8 H 1.167 -2.026 -0.970  0.4408
9 H -3.540 -3.794 1.214  0.4806
10 H 1.865 -2.814 -2.314  0.4556
11 H 1.113 6.255 -0.630  0.4590
12 H -3.431 0.905 0.782  0.4630
13 O 0.703 5.547 -1.140  -0.9364
14 H 3.278 4.122 -1.642  0.4730
15 H -0.079 0.797 -0.242  0.4696
16 O -0.876 -4.394 3.068  -0.9430
17 H -2.732 -2.563 0.836  0.4563
18 H -0.602 2.304 -2.465  0.4724
19 H -1.721 -1.229 2.708  0.4722
20 O 2.014 -2.867 -3.265  -0.9260
21 O 2.580 3.685 -2.142  -0.9538
22 H 1.609 0.621 2.458  0.4597
23 H 1.383 4.865 -1.184  0.4697
24 H -0.344 -1.386 -2.871  0.4568
25 H 0.135 2.960 -1.309  0.4638
26 O -3.367 -2.886 1.486  -0.9363
27 O 1.750 -1.264 -1.067  -0.8894
28 H 0.240 -0.681 -0.089  0.4542
29 O 1.796 -0.082 3.091  -0.9376
30 H -2.350 1.959 0.956  0.4599
31 O -0.390 -0.493 -3.231  -0.9395
32 H -0.719 0.039 -2.498  0.4770
33 H 0.966 -0.194 3.568  0.4775
34 O 0.010 -0.018 -0.749  -0.9342
35 H 1.960 -1.013 -0.160  0.4643
36 O -1.450 -1.297 3.630  -0.9414

Energy relative to the best compared isomer or geometry (same formula, charge and spin)   429.1 kJ/mol
Highest occupied orbital energy   -10.670 eV
Total energy   -917.1619 Ha
Frontier orbital gap   9.89 eV
Structure (SMILES)   O.O.O.O.O.O.O.O.O.O.O.O


# 4
The following is a quantum chemistry calculation of a structure of composition C65H55O5P3PdS4Te, from the OMol25 dataset.

Last column: Mulliken spin population.
CARTESIAN COORDINATES (ANGSTROEM)
1 C -5.588 1.189 -0.675  0.0196
2 C -1.222 0.442 6.629  0.0030
3 H -1.250 -1.161 2.453  -0.0246
4 H 2.084 2.157 0.783  0.0060
5 C -4.746 -1.302 -3.082  0.0100
6 H 0.848 -5.554 -6.531  0.0001
7 H 0.360 -0.383 -4.881  0.0037
8 S -4.738 2.580 -3.398  -0.0233
9 Pd -0.353 -0.169 0.294  0.9917
10 C -5.144 -2.085 -2.012  -0.0036
11 H 2.599 -1.884 4.190  -0.0005
12 H -2.229 -2.167 -0.303  0.0188
13 C -1.234 -2.361 4.227  -0.0011
14 P -0.719 -0.814 -2.065  0.4115
15 C 2.161 2.316 1.854  0.0160
16 O -1.869 1.230 -0.939  0.1394
17 C 2.713 3.702 3.733  0.0062
18 H 1.543 -3.253 5.943  0.0006
19 P -1.374 2.195 3.146  0.0216
20 C -2.534 2.940 -4.671  -0.0265
21 H 3.751 0.065 3.559  -0.0001
22 C -2.988 3.343 -0.720  0.1298
23 O 1.321 -2.979 1.044  0.0460
24 C 5.997 -0.935 1.294  0.0115
25 C 5.083 -1.321 0.298  -0.0023
26 C -4.232 -2.416 -1.021  0.0000
27 C 1.595 1.343 -4.731  -0.0012
28 C -2.522 -1.157 -2.182  -0.0458
29 H 2.269 -4.967 -0.252  -0.0008
30 C 1.867 1.479 4.094  0.0156
31 C 1.796 -4.840 -1.218  0.0120
32 C 3.592 -2.188 -1.802  0.0099
33 C -2.163 2.542 -3.384  0.0983
34 C -0.642 -1.592 3.240  0.0247
35 H 2.122 -6.827 -4.990  0.0002
36 H -0.906 -3.550 5.981  0.0003
37 H -1.914 -0.349 6.345  0.0003
38 C -5.585 -0.169 1.192  0.0149
39 C -2.098 5.441 -0.324  0.0043
40 H 1.572 0.683 4.766  -0.0005
41 C -2.937 -1.935 -1.095  0.0351
42 C 7.398 -1.125 0.782  -0.0013
43 C 3.194 -0.773 1.682  0.0208
44 H 2.391 2.836 5.667  0.0005
45 C -0.776 4.762 2.890  0.0648
46 H 6.155 -0.178 3.298  -0.0004
47 C 2.058 2.376 -3.933  0.0062
48 C 2.963 -1.864 -0.620  0.0580
49 S -3.917 0.231 0.992  0.0283
50 C -0.771 -3.377 -5.250  -0.0002
51 H -2.304 -2.521 4.228  0.0000
52 C -1.360 1.636 5.714  -0.0091
53 C 0.300 -5.750 -5.608  0.0007
54 C 0.486 -3.416 -2.699  0.0136
55 C -0.288 -2.294 -3.084  -0.0097
56 C 3.687 -1.317 0.466  -0.0343
57 C 1.523 -1.992 4.215  0.0063
58 H -1.528 -1.491 -4.611  -0.0020
59 C 4.986 -2.102 -1.960  -0.0010
60 Te -3.738 2.757 3.172  0.9817
61 H -1.312 6.779 3.367  0.0001
62 C 1.855 -5.880 -2.162  -0.0019
63 C 2.327 2.689 4.597  -0.0024
64 C -3.441 5.704 -0.209  0.1917
65 C 1.140 -6.567 -4.592  0.0008
66 H -6.054 1.728 -1.484  -0.0001
67 H -1.145 2.436 -3.042  0.0680
68 C -0.899 -2.325 -4.328  -0.0007
69 H 2.910 4.318 1.686  0.0001
70 H -3.910 6.646 0.030  0.0052
71 H 0.195 5.053 2.489  0.0012
72 H -1.469 4.628 2.057  -0.0356
73 C -6.354 0.422 0.253  0.0046
74 H -1.435 0.755 7.650  -0.0005
75 H -0.610 -6.281 -5.890  0.0003
76 H -4.533 -3.038 -0.189  0.0009
77 C -0.017 -4.464 -4.897  0.0032
78 H -0.850 3.678 -0.764  0.0068
79 C 7.227 -1.622 -0.676  -0.0018
80 C -3.250 2.253 -2.564  0.1633
81 C 5.506 -0.484 2.488  0.0015
82 H -5.898 -0.786 2.019  -0.0033
83 C 0.688 0.417 -4.235  -0.0105
84 H -7.428 0.320 0.205  -0.0017
85 H -0.648 5.868 4.728  0.0016
86 H -2.305 5.557 4.192  0.0206
87 S 1.264 -2.342 -0.281  -0.0173
88 C 1.797 1.286 2.721  -0.0122
89 O -1.085 1.226 4.358  0.0343
90 C 0.586 -4.469 -3.629  0.0012
91 H -6.160 -2.453 -1.956  0.0007
92 H 1.964 3.292 -1.998  0.0001
93 H 7.699 -2.593 -0.830  0.0011
94 C -4.251 1.171 -0.426  0.0160
95 C 2.619 3.520 2.359  -0.0008
96 C 4.113 -0.374 2.640  0.0103
97 C -3.433 -0.854 -3.184  0.0334
98 C -1.836 4.099 -0.632  0.1077
99 H -1.328 6.186 -0.185  -0.0022
100 H -5.460 -1.038 -3.850  -0.0006
101 S -4.404 4.325 -0.482  -0.0051
102 C -3.062 1.844 -1.099  -0.0115
103 H 2.778 3.083 -4.322  0.0002
104 C 0.736 -1.381 3.244  -0.0253
105 C -3.898 3.004 -4.824  0.2281
106 H 0.376 1.643 -1.093  0.0100
107 C 0.231 0.511 -2.921  0.0451
108 C -0.448 -2.943 5.212  0.0039
109 H -4.453 3.281 -5.706  0.0058
110 C 0.721 1.550 -2.116  0.0174
111 H 1.948 1.246 -5.749  0.0002
112 H -0.656 2.425 5.987  0.0018
113 H -1.832 3.170 -5.458  0.0001
114 H -3.136 -0.273 -4.047  -0.0295
115 H 3.006 -2.566 -2.629  0.0012
116 H 3.079 4.639 4.133  0.0000
117 C -1.297 5.805 3.856  -0.0021
118 C 0.928 -2.771 5.195  0.0011
119 H 7.675 -0.932 -1.394  0.0010
120 P 1.433 -0.323 1.941  0.3330
121 H 2.354 -6.806 -1.912  0.0008
122 C 5.740 -1.718 -0.883  0.0150
123 H -1.281 -3.322 -6.203  -0.0006
124 O -0.583 3.506 3.565  -0.0374
125 H -0.209 0.039 6.590  0.0006
126 H 5.434 -2.388 -2.902  -0.0004
127 H 7.974 -0.200 0.834  0.0008
128 C 1.160 -3.653 -1.485  0.0523
129 H 0.648 -7.505 -4.331  0.0003
130 C 1.263 -5.681 -3.382  0.0040
131 H 7.921 -1.859 1.396  0.0006
132 H -2.374 2.046 5.765  0.0119
133 C 1.609 2.482 -2.624  -0.0002
134 O -0.901 1.570 1.880  -0.2494

Multiplicity   5
Energy relative to the best compared isomer or geometry (same formula, charge and spin)   0.0 kJ/mol
Highest occupied orbital energy (spin up / spin down)   -11.943 / -12.070 eV
Total charge   +2
Total energy   -5898.3239 Ha
Frontier orbital gap (spin up / spin down)   7.60 / 4.70 eV
⟨S²⟩   6.0393


# 5
The following is a quantum chemistry calculation of a structure of composition C29H26N6O4SV, from the OMol25 dataset.

Last column: natural (NBO) charge in e.
CARTESIAN COORDINATES (ANGSTROEM)
1 H 2.918 -3.978 -0.362  0.2040
2 C 0.239 2.922 2.298  0.7455
3 C 2.783 -1.591 1.200  0.1112
4 C 1.938 -3.652 0.002  -0.6468
5 C -4.476 2.520 -0.346  -0.2781
6 C -1.397 -2.089 2.755  -0.2199
7 C -3.819 1.560 0.415  -0.1743
8 C -2.609 2.530 -1.841  -0.2733
9 O -0.344 3.729 3.032  -0.7164
10 H -3.438 -2.765 2.519  0.1844
11 H -0.529 -4.518 -2.537  0.2166
12 O 3.726 2.414 -2.367  -0.7037
13 H 3.994 -3.320 1.674  0.2024
14 C -0.186 -1.575 -2.305  0.2667
15 H 1.711 -4.207 0.920  0.2028
16 C -2.687 -2.040 2.228  -0.2693
17 H -0.243 5.338 1.089  0.2387
18 H 2.261 4.517 -2.352  0.2364
19 H 1.188 -3.899 -0.743  0.2449
20 H -3.993 -0.984 0.916  0.1918
21 H -1.139 -2.825 3.509  0.1844
22 H -2.048 -3.028 -1.179  0.2395
23 H -2.092 -5.287 -2.181  0.1882
24 H -5.446 2.891 -0.036  0.1911
25 C -0.675 -0.235 1.295  -0.3359
26 H -4.278 1.212 1.333  0.2071
27 H 5.419 -2.106 3.272  0.1889
28 C 0.364 4.700 0.462  -0.2285
29 C -1.936 1.593 -1.053  0.2802
30 H -4.368 3.715 -2.135  0.1907
31 N 1.030 -1.359 -0.340  -0.4037
32 C 4.388 -0.209 2.999  -0.3615
33 C -0.436 -1.212 2.284  -0.2281
34 N -0.623 1.285 -1.396  -0.8319
35 H -2.110 2.904 -2.731  0.1991
36 C -1.605 -4.465 -2.720  -0.6177
37 H -0.328 0.361 -1.156  0.3919
38 H -0.325 1.504 -2.334  0.4177
39 C 1.748 4.244 -1.440  -0.2334
40 H 3.100 1.433 2.507  0.2135
41 C 1.950 2.977 -0.935  0.1314
42 N 1.356 2.567 0.189  -0.4978
43 C 2.930 1.972 -1.535  0.7496
44 C -3.871 2.986 -1.505  -0.2179
45 C -2.139 -3.111 -2.259  -0.2251
46 N -1.418 -1.989 -2.836  -0.6420
47 H 0.561 -1.291 2.704  0.2031
48 C 3.349 0.395 2.339  0.1071
49 C 0.623 3.419 0.907  0.1270
50 C -2.990 -1.038 1.326  -0.2288
51 O 2.827 0.806 -1.037  -0.7162
52 N 2.553 -0.254 1.477  -0.5644
53 N -0.004 -1.948 -1.076  -0.4874
54 H 4.992 0.358 3.694  0.1994
55 S 0.863 -0.677 -3.357  -0.4846
56 C -2.570 1.032 0.071  -0.1172
57 H -1.401 -1.921 -3.840  0.3816
58 H -3.195 -3.016 -2.523  0.1696
59 C 3.828 -2.270 1.876  -0.2448
60 H 0.712 6.103 -1.128  0.1965
61 C 0.909 5.107 -0.747  -0.1723
62 O 0.654 1.749 2.534  -0.7067
63 V 1.072 0.498 0.392  1.4862
64 C 1.916 -2.181 0.252  0.1675
65 H -1.775 -4.609 -3.793  0.1826
66 C -2.026 -0.105 0.896  -0.0176
67 C 4.616 -1.589 2.757  -0.1939

Multiplicity   4
Energy relative to the best compared isomer or geometry (same formula, charge and spin)   161.8 kJ/mol
Highest occupied orbital energy (spin up / spin down)   -0.193 / -1.842 eV
Total charge   -2
Total energy   -3092.5197 Ha
Frontier orbital gap (spin up / spin down)   5.03 / 6.67 eV
⟨S²⟩   3.7784


# 6
The following is a quantum chemistry calculation of the ion C6H12NO with charge +1, from the OMol25 dataset.

Last column: natural (NBO) charge in e.
CARTESIAN COORDINATES (ANGSTROEM)
1 H -0.010 -1.887 -1.502  0.2563
2 C 0.925 0.458 -2.290  -0.3244
3 H 0.528 2.839 -1.408  0.2133
4 C -0.157 2.505 -0.640  0.1310
5 H 1.290 -0.393 -2.852  0.2376
6 H -0.742 1.048 0.497  0.4790
7 H -0.722 3.253 -0.110  0.2323
8 C -0.723 -1.486 0.587  -0.4465
9 O -0.534 0.296 2.208  -0.7681
10 C -0.092 -1.046 1.910  -0.0722
11 H -0.319 -1.655 2.785  0.2016
12 H -1.645 -0.905 0.493  0.2156
13 H 1.135 1.410 -2.754  0.2177
14 C 0.320 0.190 -1.150  0.1222
15 N -0.234 1.269 -0.367  -0.4180
16 H 1.007 -1.044 1.842  0.1724
17 H -1.044 -2.521 0.665  0.2592
18 H 1.189 -1.553 -0.384  0.2374
19 C 0.170 -1.246 -0.640  -0.4457
20 H -0.342 0.469 3.113  0.4992

Energy relative to the best compared isomer or geometry (same formula, charge and spin)   97.9 kJ/mol
Highest occupied orbital energy   -14.213 eV
Total charge   +1
Total energy   -365.5121 Ha
Frontier orbital gap   9.07 eV
Structure (SMILES)   C=[NH+]C(=C)CCCO